Formula: C3H9NO2
Source: OMol25
Level of theory: ωB97M-V/def2-TZVPD

The geometry in XYZ format:
```
15
Properties=species:S:1:pos:R:3:forces:R:3:nbo_charge:R:1
C 2.469263 -0.171439 0.315632 -0.06 -0.11 0.06 -0.2550
O 1.498090 -0.050882 -0.704082 -1.04 -1.90 0.14 -0.6103
C -0.028804 -0.574957 -0.281825 5.11 1.64 -1.49 -0.0627
C -0.311202 0.821253 -0.011949 -5.13 -1.81 1.24 -0.0547
O -1.827502 0.358486 0.581195 0.69 1.51 0.05 -0.5078
N -2.715272 -0.113355 -0.445025 0.33 0.52 0.00 -0.5489
H 2.169412 -0.812526 1.156063 -0.17 0.03 -0.15 0.1610
H 2.705938 0.812967 0.733635 0.09 0.00 -0.02 0.1634
H 3.382859 -0.613821 -0.095711 -0.05 0.12 -0.03 0.1841
H 0.074434 -1.257149 0.556915 -0.15 0.16 -0.11 0.2039
H -0.417623 -0.968023 -1.216012 -0.15 -0.07 0.39 0.2293
H -0.505303 1.453926 -0.872195 0.29 -0.02 0.15 0.2130
H 0.141076 1.268081 0.868354 -0.07 -0.05 -0.21 0.2106
H -3.353629 0.664559 -0.614234 0.05 -0.08 0.00 0.3317
H -3.281737 -0.817121 0.029239 0.26 0.07 -0.02 0.3424
```
Forces are in eV/Å.

E_tot = -324.76388 a.u.
HOMO level = -8.63 eV
maximum force = 5.6 eV/A
HOMO-LUMO gap = 0.3565 hartree
molecular weight = 91.110 g mol⁻¹
SMILES = COCCON


Formula: C3H9NO2
Source: OMol25
Level of theory: ωB97M-V/def2-TZVPD

The geometry in XYZ format:
```
15
Properties=species:S:1:pos:R:3:forces:R:3:nbo_charge:R:1
C 1.806473 0.245634 0.027418 0.01 0.05 -0.15 -0.6222
C 0.828187 -0.788786 0.568137 0.44 -0.17 0.34 -0.2202
N -0.530749 -0.281010 0.746033 -0.18 -0.89 0.03 -0.6554
C -1.148445 0.128556 -0.476629 -0.55 0.58 0.34 0.4859
O -2.513056 -0.160175 -0.372982 -0.44 -0.43 -0.48 -0.7242
O -1.030591 1.513318 -0.566746 0.80 0.38 -0.18 -0.7290
H 1.786053 1.162950 0.624787 -0.05 -0.13 -0.08 0.2110
H 1.584382 0.504463 -1.012784 0.01 0.06 0.18 0.2114
H 2.826040 -0.152397 0.057882 -0.16 0.00 0.00 0.2142
H 1.188962 -1.118494 1.549303 -0.16 0.03 -0.11 0.1981
H 0.826334 -1.675188 -0.077363 0.10 -0.01 -0.10 0.1664
H -1.119054 -1.035289 1.099090 0.19 0.22 0.21 0.3818
H -0.754419 -0.358204 -1.375058 0.31 0.20 -0.10 0.1188
H -2.890741 0.274881 -1.155020 -0.19 -0.21 0.46 0.4786
H -0.859375 1.739743 0.363933 -0.14 0.32 -0.36 0.4849
```
Forces are in eV/Å.

E_tot = -324.93254 a.u.
HOMO level = -9.77 eV
maximum force = 0.9 eV/A
HOMO-LUMO gap = 0.3946 hartree
molecular weight = 91.110 g mol⁻¹
SMILES = CCNC(O)O


Formula: C3H9NO2S
Source: OMol25
Level of theory: ωB97M-V/def2-TZVPD

The geometry in XYZ format:
```
16
Properties=species:S:1:pos:R:3:forces:R:3:nbo_charge:R:1
N -0.706436 -0.600698 1.312409 0.57 -0.31 0.65 -0.8554
C -0.418216 -0.976571 -0.057709 -0.99 -0.26 -0.07 -0.1808
C 0.454592 -2.209007 -0.182598 1.18 -0.21 -1.29 0.4205
O 0.400958 -2.936233 -1.148689 -0.64 0.14 0.39 -0.5030
C 0.327579 0.119084 -0.795653 -0.19 1.27 -0.13 -0.5005
S -0.534565 1.743989 -1.078980 -0.16 -0.75 0.34 -0.0610
H -1.017811 -1.392740 1.871112 0.18 0.05 -0.20 0.3702
H -1.471859 0.047438 1.337836 -0.23 0.50 -0.09 0.3798
H -1.347901 -1.192123 -0.599148 0.19 -0.12 -0.22 0.2002
H 1.365377 -2.348258 0.431508 -0.46 0.33 0.79 0.1250
H 1.194269 0.454869 -0.226735 0.38 -0.56 -0.26 0.2202
H 0.564914 -0.220432 -1.800317 0.34 -0.04 0.08 0.2398
H -0.298363 2.217934 0.155739 -0.05 0.10 -0.11 0.1491
O 0.733445 2.064366 2.186851 -0.08 -0.09 -0.42 -0.9633
H 0.746524 1.152778 1.854790 -0.17 0.01 0.37 0.4840
H 1.251649 2.062107 2.990910 0.14 -0.04 0.18 0.4752
```
Forces are in eV/Å.

E_tot = -723.10393 a.u.
HOMO level = -9.29 eV
maximum force = 1.8 eV/A
HOMO-LUMO gap = 0.3585 hartree
molecular weight = 123.177 g mol⁻¹
SMILES = N[C@H](C=O)CS.O